{
  "formula": "C5H15NO",
  "method": "ωB97M-V/def2-TZVPD",
  "relative_energy_ev": 1.429,
  "smiles": "CCN(C)CC.O",
  "charge": 0,
  "total_energy_ev": -8964.9299,
  "orbital_gap_ev": 9.7,
  "species": ["C", "C", "N", "C", "C", "C", "H", "H", "H", "H", "H", "H", "H", "H", "H", "H", "H", "H", "H", "O", "H", "H"],
  "positions_angstrom": [[-0.72081, 1.40774, 0.83150], [-0.07025, 0.03524, 1.07096], [1.20454, -0.09780, 0.36313], [1.83531, -1.34912, 0.76413], [0.90841, -0.23748, -1.07707], [0.88561, 1.06185, -1.87815], [-1.60337, 1.37651, 0.18164], [-1.14406, 1.81423, 1.74193], [-0.01529, 2.11653, 0.42699], [0.13002, 0.01082, 2.14672], [-0.77161, -0.77186, 0.85641], [2.88831, -1.34428, 0.48871], [1.42026, -2.29458, 0.38266], [1.75018, -1.48297, 1.84151], [-0.00340, -0.83305, -1.21213], [1.72232, -0.77331, -1.56656], [1.40778, 1.11770, -2.80800], [-0.08837, 1.53352, -2.05723], [1.37331, 1.78058, -1.20775], [-3.85749, -0.82217, 0.56091], [-3.58728, -1.74247, 0.47713], [-3.66414, -0.50562, -0.32743]],
  "forces_ev_per_angstrom": [[-0.9, -0.3, -0.3], [0.2, 1.3, 0.8], [-0.9, -1.1, -0.8], [0.4, -0.4, 0.7], [0.5, 0.1, -1.1], [-0.8, 1.7, 1.5], [0.3, -0.2, -0.3], [0.2, 0.1, 0.4], [0.2, 0.2, 0.0], [0.2, -0.3, -0.1], [-0.1, -0.3, -0.2], [0.1, 0.1, 0.0], [-0.4, 0.3, -0.5], [0.3, 0.3, 0.2], [0.0, -0.1, -0.1], [0.0, -0.5, 0.4], [0.5, -0.6, -0.6], [-0.1, -0.5, 0.1], [0.2, 0.1, -0.3], [0.2, -0.2, -0.4], [-0.1, -0.1, 0.3], [-0.1, 0.4, 0.0]],
  "nbo_charge": [-0.624, -0.226, -0.428, -0.417, -0.235, -0.634, 0.200, 0.215, 0.217, 0.195, 0.166, 0.200, 0.167, 0.198, 0.167, 0.200, 0.213, 0.203, 0.221, -0.927, 0.465, 0.464]
}


{
  "formula": "C20H10Cl3F5N2O7Pd",
  "method": "ωB97M-V/def2-TZVPD",
  "relative_energy_ev": 0.000,
  "s2": 2.005,
  "charge": -2,
  "total_energy_ev": -92852.2180,
  "spin_multiplicity": 3,
  "orbital_gap_ev": [6.4, 6.9],
  "species": ["Pd", "Cl", "C", "C", "C", "Cl", "C", "O", "C", "Cl", "C", "H", "H", "F", "C", "C", "C", "C", "C", "C", "H", "H", "H", "H", "F", "C", "F", "F", "C", "O", "O", "F", "C", "C", "N", "C", "C", "O", "O", "C", "O", "N", "C", "O", "H", "H", "H", "H"],
  "positions_angstrom": [[-1.28465, -0.76733, 0.71271], [-0.52906, 6.61768, 0.71991], [-0.37487, 4.84869, 0.98227], [-1.35038, 4.05331, 0.48423], [-1.13461, 2.67003, 0.49039], [-2.51388, 1.67631, -0.05740], [-0.07024, 2.01791, 1.10041], [0.06360, 0.76773, 1.25260], [0.88432, 2.91467, 1.61540], [2.28234, 2.35996, 2.44717], [0.78254, 4.30719, 1.54606], [-2.25538, 4.45655, 0.06769], [1.58449, 4.93603, 1.89731], [2.72983, -5.14751, 2.25454], [1.80129, -4.29826, 1.81593], [2.15932, -3.31558, 0.87590], [1.22977, -2.33847, 0.49827], [-0.04452, -2.37393, 1.04103], [-0.34115, -3.36122, 2.01524], [0.55554, -4.29960, 2.44013], [3.15879, -3.33322, 0.54366], [1.57959, -1.65687, -0.27117], [-1.31675, -3.36334, 2.50239], [0.43834, -5.03574, 3.31885], [-5.33457, 0.25673, 3.71782], [-4.11089, -0.16622, 4.27914], [-4.34017, -1.36664, 4.80188], [-3.91045, 0.61104, 5.35220], [-2.89170, 0.06731, 3.24695], [-2.46796, 1.20141, 3.35037], [-2.62434, -0.91790, 2.56331], [3.68508, -1.36525, -2.07272], [2.85005, -0.55918, -2.69043], [1.60029, -0.95934, -2.96952], [0.77083, -0.26295, -3.79879], [-0.61031, -0.76435, -3.90803], [-1.35848, -0.85504, -2.46523], [-2.47787, -1.35242, -2.52730], [-0.66180, -0.46318, -1.45657], [1.13005, 0.94520, -4.33603], [0.38112, 1.60245, -5.09790], [2.38685, 1.39301, -3.99041], [3.31828, 0.73078, -3.21012], [4.44103, 1.22229, -3.06814], [1.27096, -1.91760, -2.61309], [-0.64757, -1.68919, -4.50878], [-1.11965, 0.01079, -4.45512], [2.68698, 2.26323, -4.43700]],
  "forces_ev_per_angstrom": [[-0.5, 0.3, -0.4], [0.2, -0.6, 0.3], [1.1, 1.2, 0.1], [-0.2, -1.5, -0.5], [-2.2, 0.6, -0.3], [0.6, 0.4, 0.2], [0.3, -0.5, 0.4], [0.4, -0.5, 0.1], [0.5, 2.1, 0.2], [0.4, -0.7, 0.2], [-0.8, -0.5, -0.5], [-0.1, 0.0, -0.1], [0.0, 0.0, 0.1], [1.0, -1.0, 0.3], [-0.9, 2.1, -0.5], [-1.2, -1.1, 1.3], [0.6, -1.2, 0.0], [-0.3, -0.3, 0.6], [-1.0, 1.0, -0.2], [1.5, -1.7, 0.9], [1.1, 0.1, -0.6], [-0.5, 0.4, 0.3], [0.1, 0.2, -0.2], [-0.2, 1.2, -1.6], [1.2, -0.5, 0.5], [-0.6, 1.3, -0.3], [0.0, -0.9, -0.5], [-0.2, 0.5, 0.3], [-1.4, 0.7, 1.7], [0.5, 0.2, -0.5], [0.6, -1.2, -1.2], [0.9, -0.4, 0.8], [-1.0, 1.3, -1.2], [0.9, 0.0, -0.1], [-0.5, -0.3, 0.3], [-0.2, 0.7, 0.9], [1.3, -0.5, 0.0], [0.1, 0.3, 0.2], [-0.7, -0.4, -1.5], [-1.8, 1.1, -1.4], [1.6, -1.1, 1.4], [-0.3, 0.0, -0.3], [1.7, 0.1, 0.3], [-1.0, -0.6, 0.0], [-0.3, -0.1, 0.1], [0.0, 0.2, 0.6], [-0.4, 0.1, -0.3], [-0.2, -0.5, 0.4]],
  "mulliken_spin": [1.646, 0.000, -0.003, 0.000, -0.033, 0.016, 0.027, 0.109, 0.014, 0.000, 0.003, 0.000, 0.000, -0.001, -0.009, 0.022, -0.116, 0.391, -0.160, 0.010, 0.000, 0.023, -0.002, -0.001, 0.000, 0.007, 0.000, 0.001, 0.003, -0.002, 0.026, 0.000, 0.000, 0.000, -0.001, 0.008, 0.015, 0.000, 0.009, 0.000, 0.000, 0.000, -0.001, 0.000, 0.000, 0.000, -0.001, 0.000]
}


{
  "formula": "C29H40BaN3O2PS",
  "method": "ωB97M-V/def2-TZVPD",
  "relative_energy_ev": 1.233,
  "charge": 0,
  "total_energy_ev": -60108.5898,
  "orbital_gap_ev": 6.6,
  "species": ["Ba", "N", "C", "C", "O", "O", "H", "H", "H", "H", "C", "C", "C", "P", "C", "C", "C", "C", "C", "C", "C", "C", "C", "C", "N", "C", "C", "C", "C", "C", "C", "C", "C", "C", "H", "H", "H", "H", "H", "H", "H", "H", "H", "H", "H", "H", "H", "H", "H", "H", "H", "H", "H", "H", "H", "H", "H", "H", "H", "H", "H", "H", "H", "H", "H", "S", "C", "N", "C", "C", "C", "C", "H", "H", "H", "H", "H"],
  "positions_angstrom": [[-0.25009, -2.34719, 1.04511], [-3.13168, -4.21680, 0.86255], [-2.44447, -5.30136, 1.58645], [-1.17685, -4.61038, 2.07854], [-1.32684, -3.65414, 2.88343], [-0.10267, -4.80237, 1.45567], [-3.47419, -3.54425, 1.54163], [-3.93614, -4.57178, 0.36141], [-2.17319, -6.08591, 0.88448], [-3.02273, -5.72555, 2.41155], [4.68423, -1.81199, 0.37112], [3.90671, -0.51101, 0.55921], [3.72368, -0.18745, 2.04142], [2.23638, -0.63274, -0.22879], [2.60345, -0.91833, -2.03135], [3.63598, -0.02226, -2.70978], [1.28815, -0.87754, -2.79840], [1.60418, 1.06204, -0.09236], [2.37858, 2.15033, -0.51395], [1.97750, 3.46756, -0.38176], [2.84553, 4.61262, -0.83512], [0.73200, 3.68510, 0.21419], [-0.04887, 2.64664, 0.66743], [0.35628, 1.28680, 0.55369], [-0.39242, 0.25570, 1.02835], [-1.46318, 0.56076, 1.89898], [-2.79718, 0.42311, 1.48999], [-3.11633, 0.08149, 0.06379], [-3.83280, 0.63116, 2.40121], [-3.58782, 0.98820, 3.71488], [-4.70987, 1.23186, 4.68936], [-2.26016, 1.12759, 4.11334], [-1.20504, 0.92065, 3.24021], [0.21394, 1.05777, 3.71909], [5.62329, -1.77842, 0.92778], [4.92439, -2.00053, -0.67623], [4.11079, -2.66564, 0.74334], [4.46166, 0.30700, 0.09106], [3.22594, -1.01391, 2.55786], [3.12507, 0.71321, 2.18437], [4.69226, -0.03814, 2.52294], [2.97884, -1.94782, -2.04950], [3.24303, 0.98412, -2.85346], [3.87661, -0.42384, -3.69744], [4.56797, 0.04878, -2.14620], [0.86529, 0.12828, -2.75118], [0.54745, -1.57284, -2.39945], [1.44351, -1.13093, -3.85046], [3.35346, 1.96196, -0.94767], [3.74251, 4.24604, -1.33568], [3.16693, 5.23256, 0.00503], [2.31949, 5.26521, -1.53556], [0.37133, 4.70219, 0.33689], [-1.00027, 2.86340, 1.13905], [-2.25301, 0.30777, -0.55660], [-3.98368, 0.64072, -0.29145], [-3.34123, -0.97738, -0.08348], [-4.85863, 0.52829, 2.05985], [-5.67483, 0.98392, 4.24796], [-4.74289, 2.27887, 4.99770], [-4.58641, 0.63056, 5.59158], [-2.04318, 1.40095, 5.14165], [0.24130, 1.30974, 4.77872], [0.74945, 1.83101, 3.16449], [0.77061, 0.12826, 3.57278], [-2.31711, -2.20385, -2.74815], [-1.85973, -0.99295, -3.80495], [-1.73399, 0.29531, -3.35569], [-1.35406, 1.35505, -4.10870], [-1.06668, 1.19047, -5.42297], [-1.17686, -0.11275, -5.96255], [-1.55710, -1.16585, -5.18598], [-1.93755, 0.43031, -2.37404], [-1.29663, 2.30248, -3.59172], [-0.76361, 2.03217, -6.02572], [-0.95008, -0.27643, -7.00844], [-1.63773, -2.16571, -5.58534]],
  "forces_ev_per_angstrom": [[-0.1, 1.4, -0.9], [0.0, 0.1, 0.1], [0.2, 0.0, 0.1], [-0.3, -0.7, 0.1], [-0.3, -0.2, 0.5], [0.1, -0.8, 0.1], [-0.1, -0.1, 0.0], [0.1, 0.0, -0.1], [0.0, 0.0, 0.0], [0.0, 0.0, 0.0], [0.0, 0.0, 0.0], [0.0, 0.0, 0.0], [0.0, 0.0, 0.0], [0.2, 0.1, 0.0], [0.1, 0.0, 0.0], [0.0, 0.0, 0.0], [0.0, 0.0, 0.0], [0.1, 0.1, 0.0], [-0.1, 0.0, 0.0], [0.0, 0.0, 0.0], [0.0, 0.0, 0.0], [0.0, 0.0, 0.0], [0.0, -0.1, 0.0], [0.0, 0.2, 0.0], [0.1, 0.1, 0.0], [0.0, 0.0, 0.0], [0.1, 0.0, 0.1], [-0.1, 0.0, 0.0], [0.0, 0.0, 0.0], [0.0, 0.0, 0.0], [0.0, 0.0, 0.0], [0.0, 0.0, 0.0], [0.0, 0.0, 0.0], [0.0, 0.0, 0.0], [0.0, 0.0, 0.0], [0.0, 0.0, 0.0], [0.0, 0.0, 0.0], [0.0, 0.0, 0.0], [0.0, 0.0, 0.0], [0.0, 0.0, 0.0], [0.0, 0.0, 0.0], [0.0, 0.0, 0.0], [0.0, 0.0, 0.0], [0.0, 0.0, 0.0], [0.0, 0.0, 0.0], [0.0, 0.0, 0.0], [0.0, 0.0, 0.0], [0.0, 0.0, 0.0], [0.0, 0.0, 0.0], [0.0, 0.0, 0.0], [0.0, 0.0, 0.0], [0.0, 0.0, 0.0], [0.0, 0.0, 0.0], [0.0, 0.0, 0.0], [0.0, 0.0, 0.0], [0.0, 0.0, 0.0], [0.0, 0.0, 0.0], [0.0, 0.0, 0.0], [0.0, 0.0, 0.0], [0.0, 0.0, 0.0], [0.0, 0.0, 0.0], [0.0, 0.0, 0.0], [0.0, 0.0, 0.0], [0.0, 0.0, 0.0], [0.0, 0.0, 0.0], [0.0, -0.2, 0.1], [0.0, 0.1, 0.1], [-0.1, -0.1, -0.1], [0.0, 0.0, 0.0], [0.0, 0.0, 0.0], [0.0, 0.0, 0.0], [0.0, 0.0, -0.1], [0.0, 0.0, 0.0], [0.0, 0.0, 0.0], [0.0, 0.0, 0.0], [0.0, 0.0, 0.0], [0.0, 0.0, 0.0]],
  "lowdin_charge": [1.888, 0.002, -0.187, -0.854, -0.236, -0.241, 0.068, 0.076, 0.114, 0.114, -0.124, -0.579, -0.119, 0.979, -0.555, -0.113, -0.140, -0.319, -0.075, -0.297, -0.064, -0.054, -0.029, -0.359, -0.218, -0.314, -0.219, -0.065, -0.017, -0.276, -0.057, -0.011, -0.208, -0.032, 0.079, 0.064, 0.075, 0.094, 0.072, 0.065, 0.080, 0.098, 0.068, 0.080, 0.065, 0.067, 0.033, 0.087, 0.088, 0.069, 0.075, 0.073, 0.112, 0.112, 0.030, 0.089, 0.049, 0.116, 0.070, 0.079, 0.078, 0.117, 0.078, 0.077, 0.071, 0.599, -0.812, 0.055, -0.079, -0.067, -0.055, -0.093, 0.105, 0.134, 0.105, 0.112, 0.105]
}


The lowest charge belongs to which entry?
C20H10Cl3F5N2O7Pd